[1]
Entry from the OMol25 dataset: C10H19FNO in the gas phase (the ωB97M-V functional and the def2-TZVPD basis).

```
32
Properties=species:S:1:pos:R:3:mulliken_spin:R:1
H -2.473 -0.081 1.099 -0.0043
H -1.979 2.238 0.390 -0.0079
H 3.673 0.000 0.443 0.0001
C -0.862 -2.437 -0.750 0.0026
C -0.963 1.948 0.657 0.0268
H -0.771 -3.248 -0.026 -0.0005
C -0.868 -1.123 0.028 -0.0050
H 3.120 -1.542 1.095 -0.0012
C 1.242 1.049 -0.180 0.0204
N -0.901 0.021 -0.934 0.4051
C -0.249 1.301 -0.535 -0.0088
H 0.297 1.978 -2.529 0.0031
C 2.860 -0.490 0.979 0.0028
H -1.960 -1.612 1.851 0.0016
C -0.363 2.266 -1.715 -0.0052
H -1.783 -2.565 -1.312 -0.0019
C -2.132 -1.092 0.910 0.0105
H 1.473 1.632 0.714 0.0021
F 1.808 -1.098 -1.014 0.0003
H -0.023 -2.496 -1.433 0.0055
C 1.579 -0.393 0.169 0.0028
H -0.106 3.274 -1.392 0.0004
H -1.008 1.308 1.534 0.0006
C 0.403 -1.026 0.895 0.0103
H -2.942 -1.607 0.392 -0.0037
H 2.728 -0.035 1.957 0.0014
H 0.223 -0.408 1.777 -0.0005
O -0.803 -0.267 -2.171 0.5450
H 0.673 -2.022 1.246 0.0032
H 1.895 1.408 -0.972 -0.0009
H -0.409 2.845 0.931 -0.0003
H -1.380 2.273 -2.102 -0.0045
```

The calculation puts the molar mass at 188.3 g/mol. The maximum force is 0.54 eV/Å. The value obtained for the electronic energy is -622.23574 a.u. The multiplicity is 2. The calculation puts the HOMO energy (alpha / beta) at -7.924 / -9.298 eV. The frontier orbital gap (alpha / beta) comes out at 8.65 / 10.02 eV.

[2]
Entry from the OMol25 dataset: 2 unconnected molecules or ions with the total composition C2H2F3NO (the ωB97M-V functional and the def2-TZVPD basis).

```
9
Properties=species:S:1:pos:R:3:nbo_charge:R:1
H 2.407 -0.397 -0.461 0.2108
C -1.255 0.309 0.059 0.9704
F -0.870 1.568 -0.383 -0.3515
C 1.536 0.030 -0.063 -0.2710
O 0.177 -1.879 0.048 -0.3567
F -2.066 -0.284 -0.782 -0.2951
F -1.814 0.419 1.224 -0.3022
N 0.560 -0.767 0.129 0.1690
H 1.325 0.999 0.229 0.2263
```

For the relative energy (zero: lowest compared OMol25 entry of this formula, charge and spin), the calculation gives 120.5 kcal per mole. The calculation puts the molar mass at 113.0 g/mol. The maximum force is 5.68 eV/Å. The value obtained for the electronic energy is -506.84200 a.u. The calculation puts the HOMO energy (alpha / beta) at -9.357 / -9.355 eV. The frontier orbital gap (alpha / beta) comes out at 9.14 / 9.14 eV.

[3]
Entry from the OMol25 dataset: 3 unconnected molecules or ions with the total composition C3H9N2O2S (the ωB97M-V functional and the def2-TZVPD basis).

```
17
Properties=species:S:1:pos:R:3:nbo_charge:R:1
C 0.766 0.117 -0.648 -0.2191
O 3.243 -1.196 -0.053 -1.1699
H -0.439 -0.670 1.023 0.2508
S -0.942 -2.022 -0.881 0.2303
C -2.709 0.838 0.155 0.4371
H -4.104 1.702 1.022 0.3166
N -3.946 0.814 0.545 -0.8460
H 4.080 -1.556 0.253 0.4217
N 1.601 0.762 0.284 -0.7685
H 2.458 0.150 0.416 0.4405
H 0.931 -1.653 0.476 0.3270
O -1.810 1.688 0.278 -0.6279
H 1.886 1.701 0.011 0.3533
H 1.326 -0.383 -1.448 0.2021
H -2.437 -0.055 -0.497 0.0813
C 0.073 -1.035 0.131 -0.6403
H 0.023 0.799 -1.066 0.2111
```

For the relative energy (zero: lowest compared OMol25 entry of this formula, charge and spin), the calculation gives 165.7 kcal per mole. The calculation puts the molar mass at 137.2 g/mol. The maximum force is 1.22 eV/Å. As for the net charge: -1. The value obtained for the electronic energy is -777.72670 a.u. The calculation puts the HOMO energy at -4.661 eV. The frontier orbital gap comes out at 3.95 eV.

[4]
Entry from the OMol25 dataset: 2 unconnected molecules or ions with the total composition C11H22F4N2O (the ωB97M-V functional and the def2-TZVPD basis).

```
40
Properties=species:S:1:pos:R:3:nbo_charge:R:1
H -3.778 4.910 -1.326 0.1992
H 0.713 -0.209 2.543 0.1897
C 3.060 -0.965 0.437 -0.6337
H -1.131 0.208 0.707 0.1879
O 1.686 -1.968 -1.979 -0.7006
N 1.068 -1.987 -0.760 -0.1539
C -3.528 4.334 -0.367 0.4912
H 2.618 0.029 0.549 0.1823
H -1.241 -2.802 0.239 0.2031
H 1.860 -2.206 2.537 0.2031
H 3.693 -0.945 -0.453 0.2326
C 2.006 -2.087 0.361 0.1113
H -1.350 -2.752 -1.518 0.2230
C 1.192 -2.127 1.672 -0.4056
H -0.930 5.120 -0.005 0.4314
H 3.723 -1.121 1.296 0.1938
F -2.333 2.188 -0.089 -0.2781
F -1.982 3.306 -1.995 -0.2948
C -1.313 -2.131 -0.620 -0.6061
C 0.249 -0.944 1.877 -0.4081
C -2.194 3.492 -0.607 0.7362
H -1.325 0.344 -1.743 0.1720
N -0.952 4.076 -0.019 -0.8643
H -0.789 3.758 0.971 0.4505
C -0.141 -0.248 0.576 -0.3964
H -2.272 -1.603 -0.545 0.1728
H 0.415 0.546 -1.970 0.1978
H 0.593 -3.045 1.690 0.2055
H 3.435 -3.469 -0.580 0.2294
H -0.462 -0.741 -2.819 0.2393
C -0.131 -1.143 -0.680 0.1036
C 2.747 -3.436 0.269 -0.5974
C -0.382 -0.199 -1.874 -0.6024
H 2.041 -4.264 0.165 0.2106
H -0.649 -1.291 2.397 0.1995
F -3.420 5.272 0.688 -0.3314
H 0.542 0.596 0.422 0.1747
F -4.539 3.398 -0.038 -0.2980
H 3.338 -3.619 1.173 0.1852
H -0.137 3.725 -0.582 0.4448
```

The calculation puts the molar mass at 274.3 g/mol. The maximum force is 3.42 eV/Å. The value obtained for the electronic energy is -1016.26483 a.u. The calculation puts the HOMO energy at -3.696 eV. The frontier orbital gap comes out at 1.99 eV.